DFT (wB97M-V/def2-TZVPD) results for the molecule C17H25N5O4.

Last columns: bonded neighbours and bond lengths (Å).
Cartesian coordinates (Å):
1 C 3.798 -1.603 -2.836  H2 1.087, C3 1.524, H50 1.088, H51 1.087
2 H 3.405 -1.926 -1.876  C1 1.087
3 C 3.140 -0.302 -3.283  C1 1.524, C4 1.531, H48 1.092, H49 1.093
4 C 1.657 -0.471 -3.622  C3 1.531, H5 1.091, H6 1.094, C7 1.533
5 H 1.571 -1.195 -4.434  C4 1.091
6 H 1.263 0.479 -3.996  C4 1.094
7 C 0.810 -0.968 -2.445  C4 1.533, C8 1.517, C37 1.539, H47 1.092
8 C 1.057 -0.188 -1.167  C7 1.517, O9 1.221, N10 1.350
9 O 1.270 -0.735 -0.097  C8 1.221
10 N 0.949 1.152 -1.297  C8 1.350, H11 1.011, N12 1.410
11 H 0.647 1.533 -2.183  N10 1.011
12 N 1.244 2.079 -0.276  N10 1.410, C13 1.399, H36 1.012
13 C 0.363 2.263 0.796  N12 1.399, C14 1.347, N19 1.369
14 C -0.063 3.466 1.225  C13 1.347, C15 1.461, H35 1.078
15 C -0.884 3.614 2.424  C14 1.461, O16 1.215, C17 1.474
16 O -1.269 4.703 2.803  C15 1.215
17 C -1.196 2.336 3.088  C15 1.474, C18 1.378, C25 1.454
18 C -0.713 1.145 2.589  C17 1.378, N19 1.356, N21 1.366
19 N 0.040 1.112 1.462  C13 1.369, C18 1.356, H20 1.027
20 H 0.506 0.256 1.137  N19 1.027
21 N -0.976 -0.052 3.193  C18 1.366, C22 1.395, C31 1.450
22 C -1.756 -0.132 4.347  N21 1.395, O23 1.211, N24 1.362
23 O -1.988 -1.199 4.871  C22 1.211
24 N -2.233 1.048 4.833  C22 1.362, C25 1.414, C27 1.454
25 C -2.017 2.335 4.288  C17 1.454, N24 1.414, O26 1.205
26 O -2.505 3.295 4.828  C25 1.205
27 C -3.042 0.950 6.036  N24 1.454, H28 1.090, H29 1.090, H30 1.088
28 H -2.461 0.492 6.835  C27 1.090
29 H -3.918 0.331 5.842  C27 1.090
30 H -3.341 1.959 6.310  C27 1.088
31 C -0.453 -1.295 2.662  N21 1.450, H32 1.091, H33 1.089, H34 1.091
32 H -0.822 -1.476 1.652  C31 1.091
33 H -0.807 -2.089 3.320  C31 1.089
34 H 0.638 -1.294 2.659  C31 1.091
35 H 0.193 4.372 0.699  C14 1.078
36 H 1.576 2.953 -0.663  N12 1.012
37 C -0.700 -0.934 -2.740  C7 1.539, C38 1.530, H45 1.094, H46 1.093
38 C -1.141 -1.853 -3.882  C37 1.530, C39 1.524, H43 1.092, H44 1.091
39 C -0.857 -3.326 -3.617  C38 1.524, H40 1.087, H41 1.088, H42 1.087
40 H -1.309 -3.938 -4.394  C39 1.087
41 H -1.274 -3.629 -2.659  C39 1.088
42 H 0.210 -3.530 -3.609  C39 1.087
43 H -2.217 -1.719 -4.015  C38 1.092
44 H -0.659 -1.547 -4.811  C38 1.091
45 H -1.003 0.089 -2.983  C37 1.094
46 H -1.234 -1.229 -1.833  C37 1.093
47 H 1.088 -1.998 -2.213  C7 1.092
48 H 3.263 0.447 -2.498  C3 1.092
49 H 3.652 0.069 -4.174  C3 1.093
50 H 3.628 -2.389 -3.568  C1 1.088
51 H 4.870 -1.462 -2.729  C1 1.087

Properties
* SMILES: CCCC(CCC)C(=O)NNc1cc(=O)c2c(=O)n(C)c(=O)n(C)c2[nH]1
* M: 363.4 Da
* highest occupied orbital energy: -8.67 eV

List of natural (NBO) charges in e, atom by atom: -0.61 0.21 -0.40 -0.39 0.22 0.19 -0.33 0.71 -0.65 -0.46 0.40 -0.45 0.38 -0.39 0.49 -0.56 -0.33 0.47 -0.60 0.46 -0.42 0.80 -0.63 -0.46 0.66 -0.56 -0.42 0.21 0.21 0.25 -0.43 0.21 0.27 0.21 0.23 0.39 -0.38 -0.39 -0.61 0.22 0.21 0.20 0.21 0.20 0.20 0.21 0.24 0.20 0.21 0.20 0.22


DFT (wB97M-V/def2-TZVPD) results for the molecule C17H25NO2.

Last columns: bonded neighbours and bond lengths (Å).
Cartesian coordinates (Å):
1 C -1.496 3.002 -1.522  H2 1.088, H3 1.087, H4 1.087, C5 1.529
2 H -1.286 1.935 -1.531  C1 1.088
3 H -2.404 3.187 -2.089  C1 1.087
4 H -0.667 3.517 -2.001  C1 1.087
5 C -1.661 3.516 -0.091  C1 1.529, C6 1.525, H10 1.100, O11 1.423
6 C -1.881 5.025 -0.069  C5 1.525, H7 1.087, H8 1.087, H9 1.086
7 H -1.985 5.372 0.955  C6 1.087
8 H -1.028 5.527 -0.518  C6 1.087
9 H -2.779 5.280 -0.624  C6 1.086
10 H -2.519 3.024 0.390  C5 1.100
11 O -0.483 3.278 0.670  C5 1.423, C12 1.352
12 C -0.186 2.039 1.120  O11 1.352, C13 1.394, C17 1.400
13 C -1.001 0.913 1.017  C12 1.394, C14 1.382, H45 1.079
14 C -0.579 -0.307 1.512  C13 1.382, C15 1.392, H44 1.077
15 C 0.662 -0.443 2.128  C14 1.392, C16 1.400, C20 1.477
16 C 1.463 0.699 2.251  C15 1.400, C17 1.372, H19 1.080
17 C 1.055 1.912 1.756  C12 1.400, C16 1.372, H18 1.079
18 H 1.676 2.790 1.840  C17 1.079
19 H 2.422 0.598 2.736  C16 1.080
20 C 1.201 -1.719 2.640  C15 1.477, O21 1.216, C22 1.513
21 O 2.216 -1.755 3.308  C20 1.216
22 C 0.490 -2.996 2.253  C20 1.513, C23 1.545, H42 1.087, H43 1.091
23 C 0.928 -3.443 0.841  C22 1.545, N24 1.450, H40 1.095, H41 1.096
24 N 0.615 -2.443 -0.162  C23 1.450, C25 1.450, C29 1.448
25 C 1.787 -1.793 -0.715  N24 1.450, C26 1.525, H38 1.092, H39 1.107
26 C 1.385 -0.570 -1.533  C25 1.525, C27 1.524, H36 1.090, H37 1.091
27 C 0.418 -0.973 -2.640  C26 1.524, C28 1.524, H34 1.092, H35 1.093
28 C -0.771 -1.698 -2.020  C27 1.524, C29 1.526, H32 1.091, H33 1.092
29 C -0.283 -2.892 -1.204  N24 1.448, C28 1.526, H30 1.093, H31 1.107
30 H -1.137 -3.388 -0.735  C29 1.093
31 H 0.206 -3.619 -1.881  C29 1.107
32 H -1.304 -1.016 -1.357  C28 1.091
33 H -1.459 -2.041 -2.794  C28 1.092
34 H 0.082 -0.092 -3.191  C27 1.092
35 H 0.923 -1.638 -3.345  C27 1.093
36 H 0.906 0.152 -0.870  C26 1.090
37 H 2.280 -0.107 -1.954  C26 1.091
38 H 2.429 -1.482 0.112  C25 1.092
39 H 2.362 -2.488 -1.357  C25 1.107
40 H 0.419 -4.385 0.612  C23 1.095
41 H 2.004 -3.648 0.865  C23 1.096
42 H -0.591 -2.876 2.281  C22 1.087
43 H 0.781 -3.775 2.960  C22 1.091
44 H -1.238 -1.152 1.406  C14 1.077
45 H -1.973 0.974 0.552  C13 1.079

Properties
* SMILES: CC(C)Oc1ccc(C(=O)CCN2CCCCC2)cc1
* M: 275.4 Da
* highest occupied orbital energy: -8.23 eV

List of natural (NBO) charges in e, atom by atom: -0.64 0.22 0.21 0.21 0.10 -0.61 0.22 0.21 0.21 0.17 -0.50 0.34 -0.30 -0.13 -0.22 -0.13 -0.28 0.23 0.24 0.58 -0.56 -0.50 -0.20 -0.47 -0.22 -0.40 -0.40 -0.40 -0.21 0.20 0.16 0.20 0.21 0.21 0.19 0.21 0.21 0.21 0.16 0.20 0.20 0.21 0.23 0.22 0.21


DFT (wB97M-V/def2-TZVPD) results for the molecule C17H25NO3.

Last columns: bonded neighbours and bond lengths (Å).
Cartesian coordinates (Å):
1 C 5.531 1.360 0.233  H2 1.182, O3 1.275, H45 1.009, H46 1.182
2 H 5.583 1.459 -0.943  C1 1.182
3 O 4.372 1.587 0.714  C1 1.275, C4 1.518
4 C 3.284 0.593 0.348  O3 1.518, C5 1.360, C9 1.383
5 C 2.005 0.658 0.807  C4 1.360, C6 1.360, H44 1.235
6 C 0.864 -0.076 0.709  C5 1.360, C7 1.351, H43 1.118
7 C 0.975 -1.180 -0.061  C6 1.351, C8 1.571, C12 1.498
8 C 2.287 -1.231 -0.924  C7 1.571, C9 1.369, H11 0.851
9 C 3.332 -0.406 -0.607  C4 1.383, C8 1.369, H10 1.142
10 H 4.372 -0.671 -0.998  C9 1.142
11 H 2.391 -1.867 -1.480  C8 0.851
12 C -0.201 -1.847 -0.707  C7 1.498, C13 1.384, H32 1.235, C33 1.597
13 C -0.922 -1.410 -1.805  C12 1.384, C14 1.808, H30 0.935, H31 1.007
14 C -1.018 0.367 -1.486  C13 1.808, O15 1.215, N16 1.435
15 O -0.199 0.989 -2.134  C14 1.215
16 N -2.165 0.776 -0.726  C14 1.435, C17 1.402, C23 1.592
17 C -3.211 -0.020 -0.239  N16 1.402, H18 1.177, C19 1.527, H29 0.955
18 H -4.175 0.374 -0.787  C17 1.177
19 C -3.337 0.706 1.099  C17 1.527, O20 1.388, H27 1.195, H28 1.142
20 O -3.588 2.043 1.374  C19 1.388, C21 1.468
21 C -2.460 2.627 0.639  O20 1.468, H22 1.180, C23 1.368, H26 1.115
22 H -1.644 2.448 1.472  C21 1.180
23 C -2.204 2.366 -0.679  N16 1.592, C21 1.368, H24 1.066, H25 1.251
24 H -3.113 2.653 -1.158  C23 1.066
25 H -1.278 2.858 -1.363  C23 1.251
26 H -2.505 3.727 0.818  C21 1.115
27 H -2.580 0.070 1.771  C19 1.195
28 H -4.327 0.345 1.539  C19 1.142
29 H -3.216 -0.974 -0.207  C17 0.955
30 H -0.385 -1.396 -2.569  C13 0.935
31 H -1.914 -1.577 -1.840  C13 1.007
32 H 0.284 -2.868 -1.204  C12 1.235
33 C -0.864 -2.388 0.641  C12 1.597, C34 1.539, C38 1.524, H42 1.306
34 C 0.037 -3.115 1.656  C33 1.539, H35 1.026, H36 1.041, H37 1.179
35 H 0.607 -3.875 1.268  C34 1.026
36 H -0.461 -3.158 2.568  C34 1.041
37 H 0.777 -2.218 1.856  C34 1.179
38 C -1.892 -3.506 0.509  C33 1.524, H39 1.181, H40 1.314, H41 0.999
39 H -1.382 -4.339 -0.154  C38 1.181
40 H -2.736 -3.066 -0.398  C38 1.314
41 H -2.355 -3.931 1.285  C38 0.999
42 H -1.581 -1.518 1.299  C33 1.306
43 H -0.135 0.160 1.151  C6 1.118
44 H 1.819 1.521 1.671  C5 1.235
45 H 5.983 2.225 0.490  C1 1.009
46 H 6.095 0.332 0.384  C1 1.182

Properties
* SMILES: COc1ccc([C@H](CC(=O)N2CCOCC2)C(C)C)cc1
* M: 291.4 Da
* highest occupied orbital energy: -8.46 eV

List of natural (NBO) charges in e, atom by atom: -0.22 0.13 -0.48 0.23 -0.13 -0.29 0.03 -0.13 -0.26 0.22 0.14 -0.25 -0.44 0.73 -0.63 -0.51 -0.22 0.17 -0.09 -0.48 -0.14 0.18 -0.28 0.21 0.31 0.21 0.16 0.19 0.23 0.21 0.22 0.19 -0.18 -0.64 0.22 0.22 0.22 -0.56 0.20 0.14 0.20 0.18 0.24 0.19 0.20 0.15


DFT (wB97M-V/def2-TZVPD) results for the molecule C17H25NO3.

Last columns: bonded neighbours and bond lengths (Å).
Cartesian coordinates (Å):
1 C 2.915 -1.065 6.383  H2 1.095, O3 1.406, H45 1.095, H46 1.089
2 H 2.245 -0.586 7.104  C1 1.095
3 O 2.199 -1.645 5.320  C1 1.406, C4 1.363
4 C 1.441 -0.836 4.527  O3 1.363, C5 1.390, C9 1.396
5 C 1.310 0.540 4.682  C4 1.390, C6 1.385, H44 1.079
6 C 0.508 1.259 3.812  C5 1.385, C7 1.385, H43 1.080
7 C -0.181 0.633 2.786  C6 1.385, C8 1.391, C12 1.507
8 C -0.039 -0.742 2.630  C7 1.391, C9 1.378, H11 1.080
9 C 0.757 -1.469 3.488  C4 1.396, C8 1.378, H10 1.079
10 H 0.870 -2.536 3.377  C9 1.079
11 H -0.557 -1.243 1.826  C8 1.080
12 C -1.012 1.430 1.814  C7 1.507, C13 1.518, H41 1.089, H42 1.089
13 C -0.094 1.759 0.651  C12 1.518, O14 1.202, O15 1.332
14 O 0.541 2.775 0.545  C13 1.202
15 O -0.058 0.746 -0.213  C13 1.332, C16 1.437
16 C 0.860 0.839 -1.315  O15 1.437, C17 1.525, H21 1.096, C22 1.534
17 C 2.252 0.443 -0.833  C16 1.525, H18 1.088, H19 1.086, H20 1.087
18 H 2.245 -0.585 -0.479  C17 1.088
19 H 2.969 0.542 -1.643  C17 1.086
20 H 2.555 1.093 -0.016  C17 1.087
21 H 0.865 1.877 -1.669  C16 1.096
22 C 0.351 -0.083 -2.430  C16 1.534, N23 1.450, H39 1.091, H40 1.100
23 N -0.610 0.592 -3.279  C22 1.450, C24 1.452, C28 1.450
24 C -1.947 0.690 -2.721  N23 1.452, C25 1.534, H37 1.090, H38 1.095
25 C -2.738 -0.623 -2.782  C24 1.534, C26 1.527, H35 1.092, H36 1.091
26 C -2.794 -1.132 -4.220  C25 1.527, C27 1.527, H33 1.092, H34 1.093
27 C -1.379 -1.249 -4.780  C26 1.527, C28 1.533, H31 1.092, H32 1.091
28 C -0.664 0.100 -4.642  N23 1.450, C27 1.533, H29 1.093, H30 1.095
29 H 0.355 0.036 -5.031  C28 1.093
30 H -1.203 0.850 -5.231  C28 1.095
31 H -0.826 -2.013 -4.230  C27 1.092
32 H -1.408 -1.543 -5.831  C27 1.091
33 H -3.301 -2.099 -4.260  C26 1.092
34 H -3.365 -0.427 -4.830  C26 1.093
35 H -2.258 -1.371 -2.147  C25 1.092
36 H -3.746 -0.457 -2.397  C25 1.091
37 H -1.868 1.034 -1.690  C24 1.090
38 H -2.480 1.455 -3.295  C24 1.095
39 H 1.207 -0.360 -3.048  C22 1.091
40 H -0.039 -0.996 -1.957  C22 1.100
41 H -1.855 0.840 1.455  C12 1.089
42 H -1.357 2.358 2.266  C12 1.089
43 H 0.422 2.329 3.937  C6 1.080
44 H 1.827 1.063 5.470  C5 1.079
45 H 3.646 -0.334 6.024  C1 1.095
46 H 3.438 -1.887 6.869  C1 1.089

Properties
* SMILES: COc1ccc(CC(=O)O[C@@H](C)CN2CCCCC2)cc1
* M: 291.4 Da
* highest occupied orbital energy: -8.21 eV

List of natural (NBO) charges in e, atom by atom: -0.25 0.18 -0.49 0.29 -0.26 -0.19 -0.05 -0.18 -0.25 0.22 0.22 -0.51 0.82 -0.60 -0.53 0.08 -0.63 0.21 0.21 0.23 0.21 -0.23 -0.45 -0.22 -0.42 -0.40 -0.42 -0.21 0.20 0.19 0.19 0.21 0.21 0.19 0.19 0.21 0.21 0.19 0.21 0.18 0.23 0.24 0.21 0.21 0.18 0.20


Results for energy above the lowest of the compared OMol25 structures with the same formula, charge and spin: 2.69 29.54 379.18 39.65 (in kcal/mol, following the order of the records).